1.
Entry from OMol25: 2 unconnected molecules or ions with the total composition C2H6N4O2S (ωB97M-V with the def2-TZVPD basis set).

Atoms and positions in Å:
N: 4.1087 0.7647 1.2602
S: 3.9213 -0.1318 0.0801
O: 3.9956 -1.5069 0.3565
O: 3.6424 0.3233 -1.2426
H: 3.7737 1.6798 0.8335
C: -1.3806 0.6160 0.0736
C: -0.9159 0.0571 -1.2743
N: 0.5796 0.1283 -1.1337
N: 0.8609 0.7956 -0.0209
N: -0.1952 1.2395 0.5350
H: -2.2325 1.3380 -0.0958
H: -1.7568 0.0422 0.8555
H: -1.1380 -0.9678 -1.6588
H: -1.2033 0.7959 -2.1848
H: 1.2981 -0.5843 -1.2456

Summary:
Energy relative to the best compared isomer or geometry (same formula, charge and spin): 159.7 kJ/mol
Gap between HOMO and LUMO: 9.3 eV
HOMO energy: -9.21 eV
LUMO: 0.06 eV
Structure (SMILES): N=S(=O)=O.C1CNN=N1

These are the Löwdin partial charges, in e, on atoms 1 to 5:
1 N -0.16
2 S 0.61
3 O -0.27
4 O -0.30
5 H 0.06

2.
Entry from OMol25: C2H6N4OS in the gas phase (ωB97M-V with the def2-TZVPD basis set).

Atoms and positions in Å:
N: 1.7149 -1.0874 0.1291
N: 1.5982 0.2962 0.0656
C: 0.3938 0.8248 -0.0303
N: 0.3040 2.1537 -0.1872
C: -0.9427 0.1175 0.0622
S: -2.4194 0.9212 0.1133
N: -0.9065 -1.1936 -0.1067
O: -2.0782 -1.8244 -0.0703
H: 2.1552 -1.4491 -0.8201
H: 2.5708 -1.2287 0.9075
H: -0.6437 2.5708 -0.0546
H: 1.0721 2.7155 0.0695
H: -0.0758 -1.7561 -0.0834
H: -2.7427 -1.0606 0.0054

Summary:
Energy relative to the best compared isomer or geometry (same formula, charge and spin): 369.7 kJ/mol
Gap between HOMO and LUMO: 8.8 eV
HOMO energy: -8.75 eV
LUMO: 0.07 eV
Structure (SMILES): N/N=C(/N)C(=S)NO

These are the Löwdin partial charges, in e, on atoms 1 to 5:
1 N -0.12
2 N -0.06
3 C -0.40
4 N 0.10
5 C -0.65

3.
Entry from OMol25: C2H6N4S in the gas phase (ωB97M-V with the def2-TZVPD basis set).

Atoms and positions in Å:
H: -3.5820 2.0473 0.0603
N: -3.1191 1.2707 0.4600
N: -2.1373 0.9402 -0.2133
N: -1.2727 -0.1783 0.1457
S: -1.7258 -1.5895 -0.5547
N: -0.1462 0.2231 0.4729
C: 0.9182 -0.7505 0.2902
C: 2.1076 0.0788 -0.2528
H: 1.2864 -1.3140 1.1981
H: 0.5480 -1.4427 -0.4472
H: 1.7017 0.8369 -0.9627
H: 2.6888 0.5709 0.4814
H: 2.7324 -0.6928 -0.6779

Summary:
Energy relative to the best compared isomer or geometry (same formula, charge and spin): 459.6 kJ/mol
Gap between HOMO and LUMO (spin up / spin down): 8.5 / 8.5 eV
HOMO energy (spin up / spin down): -8.93 / -8.93 eV
LUMO (spin up / spin down): -0.44 / -0.44 eV
Structure (SMILES): [H]/N=N/[N+]([S-])=N/CC

These are the Löwdin partial charges, in e, on atoms 1 to 5:
1 H 0.05
2 N 0.12
3 N -0.06
4 N -0.69
5 S 0.60

4.
Entry from OMol25: 2 unconnected molecules or ions with the total composition C2H6N4S (ωB97M-V with the def2-TZVPD basis set).

Atoms and positions in Å:
C: 1.0914 0.1917 -1.1202
C: -0.7713 -1.0836 1.5201
N: 0.8794 3.1596 0.5432
N: 1.0884 2.4996 -0.4669
N: 0.8855 2.6310 1.6776
N: 1.3321 1.2091 -0.1961
S: 1.2057 1.0018 1.5562
H: 0.7684 0.6854 -2.0624
H: 2.1281 -0.4677 -1.2808
H: 0.4214 -0.6109 -0.7081
H: -0.5320 -1.0226 2.6159
H: -0.2706 -1.8689 0.9504
H: -1.6173 -0.5557 1.0886

Summary:
Energy relative to the best compared isomer or geometry (same formula, charge and spin): 607.9 kJ/mol
Gap between HOMO and LUMO (spin up / spin down): 7.3 / 8.2 eV
HOMO energy (spin up / spin down): -7.63 / -8.75 eV
LUMO (spin up / spin down): -0.29 / -0.56 eV

These are the Löwdin partial charges, in e, on atoms 1 to 5:
1 C -0.14
2 C -0.04
3 N -0.20
4 N -0.04
5 N -0.35

5.
Entry from OMol25: 2 unconnected molecules or ions with the total composition C2H6N4S (ωB97M-V with the def2-TZVPD basis set).

Atoms and positions in Å:
C: 0.2276 1.0996 0.6855
C: 1.3234 1.5692 0.5497
N: 0.7242 -1.2180 0.0115
N: -0.5477 -1.3617 0.0779
N: 1.2720 -1.0261 -1.1879
N: -1.0339 -1.6978 1.3404
S: -1.7194 -1.0187 -1.1081
H: -0.6942 0.6957 0.9418
H: 2.2758 1.9529 0.8189
H: 0.5094 -0.7943 -1.8445
H: 1.9979 -0.3111 -0.9929
H: -1.1759 -2.7009 1.4437
H: -1.9670 -1.1672 1.3326

Summary:
Energy relative to the best compared isomer or geometry (same formula, charge and spin): 302.3 kJ/mol
Gap between HOMO and LUMO (spin up / spin down): 7.2 / 7.0 eV
HOMO energy (spin up / spin down): -6.36 / -9.40 eV
LUMO (spin up / spin down): 0.84 / -2.40 eV
Multiplicity: 3

These are the Löwdin partial charges, in e, on atoms 1 to 5:
1 C -0.02
2 C 0.01
3 N -0.18
4 N -0.77
5 N 0.02

6.
Entry from OMol25: 2 unconnected molecules or ions with the total composition C2H6N5 (ωB97M-V with the def2-TZVPD basis set).

Atoms and positions in Å:
C: 2.0258 0.7971 0.4699
C: -2.0672 0.9094 0.1015
N: 1.9264 -0.4567 0.1732
N: 0.8492 1.4860 0.2284
N: 0.6259 -0.6379 -0.1578
N: 0.0151 0.5986 -0.1159
N: 0.0927 -1.7755 -0.6552
H: 2.9462 1.2577 0.8166
H: -2.2341 -0.0519 -0.2478
H: -2.2611 0.9651 1.2225
H: -2.3984 1.7974 -0.5498
H: 0.7256 -2.3310 -1.2426
H: -0.2460 -2.5583 -0.0430

Summary:
Energy relative to the best compared isomer or geometry (same formula, charge and spin): 516.8 kJ/mol
Gap between HOMO and LUMO: 9.0 eV
HOMO energy: -15.14 eV
LUMO: -6.09 eV
Net charge: +1

These are the Löwdin partial charges, in e, on atoms 1 to 5:
1 C -0.13
2 C 0.32
3 N 0.16
4 N 0.10
5 N -0.20

7.
Entry from OMol25: 2 unconnected molecules or ions with the total composition C2H6N5 (ωB97M-V with the def2-TZVPD basis set).

Atoms and positions in Å:
C: 2.3399 -1.0145 0.0589
C: -2.5656 0.5848 0.0010
N: 1.1647 1.0610 -0.0431
N: 0.7925 2.1157 0.0555
N: -0.7108 -1.0177 -0.2137
N: 1.2894 -0.1023 -0.2612
N: -1.5766 -0.3298 -0.1269
H: 3.1414 -0.9285 -0.6778
H: 2.7384 -0.8294 1.0581
H: 1.9275 -2.0206 0.0098
H: -3.3826 0.3474 -0.6919
H: -2.9607 0.5357 1.0235
H: -2.1976 1.5983 -0.1922

Summary:
Energy relative to the best compared isomer or geometry (same formula, charge and spin): 427.6 kJ/mol
Gap between HOMO and LUMO: 8.6 eV
HOMO energy: -13.80 eV
LUMO: -5.20 eV
Net charge: +1

These are the Löwdin partial charges, in e, on atoms 1 to 5:
1 C -0.06
2 C 0.01
3 N -0.20
4 N 0.23
5 N 0.39

8.
Entry from OMol25: a gas-phase ion, C2H6N5 (charge +1) (ωB97M-V with the def2-TZVPD basis set).

Atoms and positions in Å:
C: 1.1084 -1.3075 0.0056
C: -0.0113 0.2222 -0.0551
N: 2.1642 -0.7511 0.1028
N: 1.0796 1.1769 0.0890
N: 2.1441 0.6637 0.2679
N: -0.8478 0.1581 -1.3327
N: -0.9581 0.4569 1.0799
H: 0.6183 -2.2532 -0.1688
H: -0.4123 -0.5014 -1.9984
H: -0.9270 0.9181 -2.0408
H: -1.7042 1.1665 1.0363
H: -0.6301 0.3676 2.0772
H: -1.6237 -0.3167 0.9372

Summary:
Energy relative to the best compared isomer or geometry (same formula, charge and spin): 83.6 kJ/mol
Gap between HOMO and LUMO (spin up / spin down): 8.2 / 7.4 eV
HOMO energy (spin up / spin down): -12.02 / -14.99 eV
LUMO (spin up / spin down): -3.81 / -7.56 eV
Net charge: +1
Multiplicity: 3

These are the Löwdin partial charges, in e, on atoms 1 to 5:
1 C 0.02
2 C -0.37
3 N 0.06
4 N 0.06
5 N 0.07

9.
Entry from OMol25: a molecular structure, C2H6N6 (ωB97M-V with the def2-TZVPD basis set).

Atoms and positions in Å:
C: 0.9388 -0.4152 -0.1880
C: -1.1742 -0.1112 -0.0142
H: 2.9981 -0.7369 -1.0026
H: 2.8835 -0.3826 1.6842
H: -2.7536 1.4794 0.2584
H: -3.3638 -0.2331 -0.4967
H: 0.7164 2.1259 -1.0120
H: 2.0429 1.7673 0.6109
N: 2.3461 -0.1180 0.0401
N: 0.3935 -1.5938 -0.1128
N: -0.8320 -1.4021 0.2369
N: -2.5632 0.3495 0.1077
N: -0.0473 0.6290 -0.2386
N: 0.5441 2.0124 0.1340

Summary:
Energy relative to the best compared isomer or geometry (same formula, charge and spin): 973.9 kJ/mol
Gap between HOMO and LUMO: 6.8 eV
HOMO energy: -8.22 eV
LUMO: -1.46 eV

These are the Löwdin partial charges, in e, on atoms 1 to 5:
1 C -0.56
2 C -0.40
3 H 0.23
4 H 0.24
5 H 0.15

10.
Entry from OMol25: 2 unconnected molecules or ions with the total composition C2H6N6 (ωB97M-V with the def2-TZVPD basis set).

Atoms and positions in Å:
C: 1.7248 -0.3287 0.4637
C: -1.1323 0.3851 -0.1197
H: 1.6066 0.9794 0.3658
H: 2.8883 -0.4696 0.5176
H: 1.6326 -0.7928 1.6963
H: 1.2045 -1.0262 -1.6366
H: -1.5452 2.4515 0.7425
H: 0.3858 1.7918 -0.6387
N: 0.8694 -1.1033 -0.6127
N: -0.4924 -0.8135 -0.4134
N: -1.4207 -1.8458 -0.2105
N: -2.5851 -1.1940 0.2212
N: -2.2662 0.1610 0.1041
N: -0.8702 1.8054 -0.4795

Summary:
Energy relative to the best compared isomer or geometry (same formula, charge and spin): 758.9 kJ/mol
Gap between HOMO and LUMO: 9.3 eV
HOMO energy: -9.74 eV
LUMO: -0.48 eV

These are the Löwdin partial charges, in e, on atoms 1 to 5:
1 C -0.14
2 C -0.60
3 H 0.10
4 H 0.06
5 H 0.15

11.
Entry from OMol25: a gas-phase ion, C2H6N7O4 (charge +1) (ωB97M-V with the def2-TZVPD basis set).

Atoms and positions in Å:
N: 1.1230 -0.3568 1.7681
C: 0.5428 -0.7954 0.4983
C: 1.0320 0.2043 -0.6919
N: 2.2193 0.4100 -1.1210
N: -0.0317 0.8159 -1.0595
N: -1.1425 0.5200 -0.3582
N: -1.7923 1.6016 0.4307
O: -2.5167 1.2665 1.2836
O: -1.4758 2.6791 0.0231
N: -0.8603 -0.6768 0.3712
N: -1.5855 -1.8492 -0.3287
O: -1.1016 -2.8563 -0.1065
O: -2.4372 -1.4184 -1.0136
H: 0.6838 0.3899 2.1713
H: 1.1994 -1.1418 2.4287
H: 0.9189 -1.7711 0.0944
H: 3.0976 0.0443 -0.8968
H: 2.2152 1.1614 -1.8753
H: -0.0885 1.7726 -1.6176

Summary:
Energy relative to the best compared isomer or geometry (same formula, charge and spin): 127.0 kJ/mol
Gap between HOMO and LUMO: 10.4 eV
HOMO energy: -14.35 eV
LUMO: -3.96 eV
Net charge: +1
Structure (SMILES): N[C@@H]1C(=[NH2+])NN([N+](=O)[O-])N1[N+](=O)[O-]

These are the Löwdin partial charges, in e, on atoms 1 to 5:
1 N 0.12
2 C -0.23
3 C -0.23
4 N 0.26
5 N 0.14

12.
Entry from OMol25: a gas-phase ion, C2H6NO (charge -1) (ωB97M-V with the def2-TZVPD basis set).

Atoms and positions in Å:
C: -0.1327 -1.0947 0.5655
N: 0.8394 0.0054 0.3460
C: -0.1203 1.2054 -0.4395
O: 0.4655 1.8784 -1.3823
H: -0.8119 -0.8460 1.3889
H: -0.6778 -1.3348 -0.3459
H: 0.4135 -2.0224 0.6909
H: 1.4081 -0.1520 -0.4855
H: -0.9841 0.5950 -0.8273
H: -0.3997 1.7657 0.4892

Summary:
Energy relative to the best compared isomer or geometry (same formula, charge and spin): 64.2 kJ/mol
Gap between HOMO and LUMO: 7.1 eV
HOMO energy: -2.55 eV
LUMO: 4.57 eV
Net charge: -1
Structure (SMILES): CNC[O-]

These are the Löwdin partial charges, in e, on atoms 1 to 5:
1 C -0.26
2 N -0.14
3 C -0.55
4 O -0.32
5 H 0.06